Entry 1:
Below is 2 unconnected molecules or ions with the total composition CH2P2S in a non-equilibrium geometry, with properties calculated with wB97M-V/def2-TZVPD.

Results
**Frontier orbital gap (spin up / spin down)**: 0.2442 / 0.2830 Eh
**Expectation value of S²**: 2.036
**Lowest unoccupied orbital energy (spin up / spin down)**: -0.56 / -2.45 eV
**2S+1**: 3
**Highest occupied orbital energy (spin up / spin down)**: -7.2 / -10.2 eV
**Energy**: -1120.03256 a.u.
**Strongest force on any atom**: 5.04 eV Å⁻¹
**Net charge**: 0

XYZ file:
```
6
Properties=species:S:1:pos:R:3:forces:R:3:mulliken_spin:R:1
C -0.073 0.282 0.341 -2.87 2.23 -3.49 0.642
P -1.091 1.595 0.232 1.44 -0.76 1.52 -0.057
P 0.271 -0.994 -1.794 -0.28 0.75 0.86 0.717
S 1.093 -2.682 -1.458 0.05 -0.09 0.13 0.599
H 0.490 -0.182 1.021 2.26 -1.85 2.39 0.015
H -0.689 1.981 1.658 -0.59 -0.28 -1.40 0.084
```
Forces are in eV/Å.

Entry 2:
Below is a molecular structure, C29H33LaN8S in a non-equilibrium geometry, with properties calculated with wB97M-V/def2-TZVPD.

Results
**Frontier orbital gap (spin up / spin down)**: 0.2653 / 0.2653 Eh
**Lowest unoccupied orbital energy (spin up / spin down)**: -5.66 / -5.66 eV
**2S+1**: 1
**Highest occupied orbital energy (spin up / spin down)**: -12.9 / -12.9 eV
**Energy**: -1992.40384 a.u.
**Strongest force on any atom**: 1.58 eV Å⁻¹
**Net charge**: +2

XYZ file:
```
72
Properties=species:S:1:pos:R:3:forces:R:3:mulliken_charge:R:1
La 0.332 -0.179 0.116 -0.36 -0.03 -0.59 1.519
C -2.561 -1.670 -1.261 -0.14 -0.24 0.20 -0.999
C -2.305 -2.806 -0.258 0.03 0.16 -0.10 -0.848
C -2.092 -2.444 1.196 -0.17 -0.23 0.03 0.675
C -2.531 -3.334 2.177 0.11 0.22 -0.06 -1.062
C -2.373 -3.022 3.514 0.10 0.27 -0.12 -0.405
C -1.812 -1.795 3.846 0.06 0.02 -0.16 -0.928
C -1.378 -0.977 2.821 0.06 0.13 0.21 -0.025
N -1.484 -1.294 1.518 -0.32 -0.33 0.17 0.326
N -1.348 -1.068 -1.858 -0.15 -0.05 -0.05 1.163
C -0.688 -1.973 -2.809 0.08 -0.14 -0.05 -1.525
C 0.775 -1.640 -3.010 -0.01 -0.02 -0.15 0.483
C 1.526 -2.345 -3.946 -0.04 0.20 0.20 -1.056
C 2.856 -2.015 -4.134 -0.13 0.16 0.22 -0.461
C 3.387 -0.958 -3.405 -0.10 0.02 0.10 -0.848
C 2.576 -0.310 -2.493 0.27 0.04 -0.05 -0.347
N 1.300 -0.654 -2.271 -0.06 -0.12 -0.31 0.463
C -1.752 0.129 -2.624 0.02 0.27 -0.03 -1.268
C -2.334 1.216 -1.763 -0.20 0.08 -0.10 0.386
C -3.398 1.986 -2.214 0.19 -0.09 0.15 -0.866
C -3.859 3.030 -1.427 0.26 -0.08 0.15 -0.537
C -3.243 3.253 -0.205 -0.03 -0.08 -0.09 -0.880
C -2.209 2.417 0.184 -0.15 0.27 0.18 -0.298
N -1.747 1.417 -0.574 0.03 0.10 -0.11 0.305
H -3.112 -0.868 -0.761 0.03 -0.12 -0.08 0.498
H -3.203 -2.058 -2.064 0.03 0.05 0.04 0.404
H -1.453 -3.410 -0.582 -0.10 -0.12 -0.04 0.313
H -3.179 -3.459 -0.286 0.13 -0.07 -0.06 0.509
H -2.990 -4.267 1.893 -0.09 -0.10 -0.12 0.480
H -2.691 -3.706 4.285 -0.07 -0.07 0.06 0.453
H -1.705 -1.486 4.874 0.03 0.06 0.05 0.462
H -0.931 -0.009 3.043 0.05 -0.07 0.01 0.423
H -1.184 -1.941 -3.793 -0.01 -0.04 0.19 0.472
H -0.769 -3.009 -2.470 -0.06 0.10 0.01 0.760
H 1.074 -3.144 -4.513 -0.11 -0.08 -0.07 0.527
H 3.464 -2.561 -4.838 0.06 -0.04 -0.11 0.485
H 4.408 -0.643 -3.538 0.13 0.06 -0.01 0.490
H 2.948 0.532 -1.916 0.07 -0.06 0.02 0.475
H -2.479 -0.145 -3.402 0.12 0.00 0.04 0.493
H -0.859 0.529 -3.118 -0.11 -0.09 -0.07 0.506
H -3.856 1.784 -3.170 0.00 -0.09 -0.13 0.480
H -4.671 3.656 -1.764 -0.07 0.04 -0.01 0.459
H -3.555 4.064 0.434 0.00 0.00 0.10 0.443
H -1.717 2.566 1.139 -0.02 -0.01 -0.07 0.460
C 4.780 2.708 3.811 -0.21 -0.07 0.11 -1.060
C 3.399 2.441 4.403 0.40 -0.10 0.12 -0.383
N 2.353 2.659 3.422 -0.19 0.24 -0.05 -0.203
C 2.039 1.774 2.474 0.03 -0.53 -0.50 0.441
S 0.944 2.328 1.238 -0.28 0.09 -0.33 -0.622
N 2.603 0.591 2.532 0.78 0.47 1.29 -0.750
N 2.336 -0.370 1.639 0.35 -0.51 -0.42 0.438
C 3.166 -1.382 1.649 -0.11 1.12 0.66 0.684
C 4.316 -1.435 2.602 -0.14 0.05 0.10 -1.461
C 2.937 -2.497 0.743 -0.11 -0.62 -0.47 0.266
C 3.930 -3.471 0.555 -0.27 0.41 0.07 -0.951
C 3.657 -4.591 -0.202 -0.30 0.02 -0.11 -0.595
C 2.396 -4.714 -0.768 0.19 0.09 0.10 -1.433
C 1.499 -3.679 -0.589 -0.12 -0.15 -0.07 -0.307
N 1.734 -2.584 0.130 0.28 0.06 0.30 0.294
H 5.547 2.441 4.530 0.15 -0.01 0.05 0.331
H 4.912 2.114 2.910 0.09 -0.07 -0.05 0.274
H 4.900 3.758 3.554 0.01 0.11 -0.02 0.350
H 3.330 1.406 4.744 -0.05 0.18 0.05 0.214
H 3.208 3.107 5.245 -0.04 -0.10 -0.01 0.410
H 2.047 3.610 3.271 -0.08 -0.18 0.00 0.247
H 4.136 -0.727 3.408 0.09 -0.10 -0.08 0.227
H 4.430 -2.435 3.011 0.08 -0.10 0.00 0.527
H 5.246 -1.151 2.108 0.10 0.01 -0.03 0.373
H 4.906 -3.337 0.992 0.02 0.00 0.13 0.486
H 4.402 -5.361 -0.336 0.09 -0.05 -0.02 0.480
H 2.119 -5.587 -1.336 -0.07 -0.07 -0.09 0.485
H 0.519 -3.749 -1.033 -0.09 -0.03 -0.10 0.677
```
Forces are in eV/Å.

Entry 3:
Below is a molecular structure, C31H39N11O3S2Sn in a non-equilibrium geometry, with properties calculated with wB97M-V/def2-TZVPD.

Results
**Frontier orbital gap (spin up / spin down)**: 0.2030 / 0.1567 Eh
**Lowest unoccupied orbital energy (spin up / spin down)**: -12.18 / -13.48 eV
**2S+1**: 1
**Highest occupied orbital energy (spin up / spin down)**: -17.7 / -17.7 eV
**Energy**: -3041.99214 a.u.
**Strongest force on any atom**: 1.34 eV Å⁻¹
**Net charge**: +4

XYZ file:
```
87
Properties=species:S:1:pos:R:3:forces:R:3:mulliken_charge:R:1
Sn -0.231 0.560 0.377 0.12 -1.34 0.04 2.291
C 4.825 1.305 0.443 0.01 0.05 -0.10 -1.094
N 4.225 0.835 1.690 -0.20 0.07 -0.16 0.109
C 5.119 0.710 2.844 0.05 -0.14 0.23 -1.064
C 2.932 0.561 1.746 0.21 -0.07 0.13 0.655
O 2.172 0.649 0.755 -0.29 0.20 -0.24 -0.586
C 2.347 0.170 3.096 -0.05 0.08 -0.11 -1.348
O 1.044 -0.345 2.941 -0.07 0.04 -0.04 -0.302
C 0.920 -1.741 3.153 -0.14 -0.01 0.02 -1.194
C 0.438 -2.444 1.895 0.03 -0.31 0.21 0.629
O 0.053 -1.778 0.912 0.00 0.72 -0.46 -0.520
N 0.421 -3.767 1.916 -0.08 0.17 -0.12 0.118
C -0.024 -4.529 0.754 -0.05 -0.12 -0.18 -0.982
C 0.882 -4.553 3.060 0.21 -0.01 0.23 -1.016
H 4.980 2.386 0.490 0.04 -0.04 0.02 0.351
H 4.174 1.067 -0.391 0.01 -0.04 0.00 0.306
H 5.791 0.827 0.299 -0.02 -0.04 0.02 0.451
H 6.040 1.245 2.632 -0.03 0.05 -0.02 0.423
H 5.377 -0.334 3.031 -0.01 0.01 -0.04 0.324
H 4.682 1.135 3.746 0.00 0.04 -0.04 0.409
H 2.278 1.076 3.708 0.09 -0.05 0.07 0.478
H 2.996 -0.537 3.611 0.00 0.06 0.05 0.578
H 0.186 -1.901 3.948 0.05 -0.05 0.01 0.415
H 1.868 -2.177 3.471 -0.03 0.01 0.06 0.578
H -0.300 -3.853 -0.048 0.00 0.01 0.02 0.211
H -0.881 -5.147 1.023 0.00 0.04 0.04 0.381
H 0.779 -5.185 0.416 0.01 0.03 0.03 0.389
H 0.512 -4.155 4.003 -0.05 -0.01 -0.03 0.400
H 1.972 -4.602 3.098 -0.02 0.01 -0.05 0.341
H 0.510 -5.568 2.958 -0.06 0.02 -0.02 0.370
C 1.654 3.785 -2.784 -0.08 -0.03 0.10 -1.046
C 2.310 4.476 -1.583 -0.13 -0.05 -0.28 -0.423
C 1.552 4.320 -0.326 0.42 0.86 0.24 0.050
N 0.870 3.226 0.009 -0.49 -0.45 0.38 0.348
N 0.326 3.261 1.198 0.08 -0.31 -0.41 -0.280
C 0.557 4.430 1.831 0.40 1.11 0.29 0.332
N 0.098 4.689 3.031 -0.06 -0.19 -0.22 -0.264
S 1.531 5.546 0.899 -0.20 -0.51 -0.16 -0.026
H 2.316 3.872 -3.642 0.00 -0.01 -0.01 0.434
H 0.708 4.264 -3.034 0.00 0.00 -0.01 0.307
H 1.474 2.730 -2.581 0.02 -0.01 -0.04 0.133
H 2.476 5.536 -1.786 0.05 0.00 0.08 0.516
H 3.304 4.038 -1.416 0.00 0.02 0.12 0.240
H -0.490 4.009 3.505 0.04 0.06 0.01 0.256
H 0.273 5.578 3.491 -0.04 -0.07 0.03 0.273
S -0.097 -0.986 -7.240 -0.07 0.24 -0.05 -0.228
C -0.303 -0.480 -5.539 -0.15 -0.08 -0.18 0.449
C -1.188 0.495 -5.099 0.04 0.01 0.12 -0.646
C -1.199 0.812 -3.749 -0.05 -0.01 0.00 -0.512
N -0.388 0.246 -2.854 0.11 0.04 0.39 0.252
C 0.484 -0.665 -3.294 -0.01 0.08 -0.02 -0.470
C 0.564 -1.059 -4.619 0.01 0.00 0.03 -0.766
C -1.686 -1.589 -7.780 0.50 -0.32 0.32 0.753
C -1.609 -2.849 -8.388 -0.55 0.50 -0.02 -0.254
C -2.788 -3.427 -8.843 0.14 -0.89 -0.62 -0.482
N -3.888 -2.744 -8.701 0.83 0.58 0.51 0.047
C -4.045 -1.573 -8.139 -0.82 0.29 -0.06 -0.493
C -2.908 -0.931 -7.671 0.20 -0.28 -0.15 -0.089
H -1.840 1.032 -5.771 0.00 0.00 -0.02 0.493
H -1.891 1.555 -3.368 -0.02 -0.02 -0.05 0.461
H 1.139 -1.101 -2.548 0.03 -0.05 -0.07 0.400
H 1.287 -1.801 -4.927 -0.04 -0.05 0.01 0.499
H -0.672 -3.368 -8.531 -0.02 -0.10 0.08 0.446
H -2.813 -4.398 -9.332 -0.07 0.03 0.06 0.420
H -5.036 -1.131 -8.102 0.01 -0.05 0.00 0.420
H -3.007 0.072 -7.290 -0.06 -0.02 0.07 0.332
N -3.455 -2.618 -4.305 0.02 0.06 0.00 -0.414
C -3.601 -2.567 -3.166 -0.01 -0.01 -0.37 -0.045
C -3.716 -2.446 -1.747 0.25 0.29 0.46 0.073
C -4.676 -3.116 -0.993 -0.01 -0.04 -0.24 -0.424
C -4.671 -2.942 0.376 0.00 0.02 0.21 -0.765
C -3.725 -2.101 0.944 -0.07 -0.07 -0.11 -0.432
N -2.824 -1.432 0.225 0.34 0.46 0.14 0.008
C -2.814 -1.599 -1.089 -0.46 -0.41 -0.03 0.236
H -5.408 -3.753 -1.472 0.03 -0.04 -0.01 0.553
H -5.393 -3.447 1.003 -0.01 -0.01 -0.01 0.487
H -3.693 -1.958 2.017 -0.02 0.01 0.01 0.500
H -2.076 -1.049 -1.655 0.06 0.03 -0.12 0.240
N -4.404 3.010 0.353 -0.01 0.07 0.03 -0.030
C -3.809 3.640 -0.706 0.22 -0.01 -0.18 -0.815
C -2.621 2.996 -0.891 -0.09 0.14 0.04 -0.514
N -2.491 1.987 0.037 0.17 -0.06 0.23 0.490
C -3.585 2.030 0.774 0.10 -0.11 -0.06 -0.756
H -5.296 3.261 0.752 -0.04 -0.08 0.02 0.231
H -4.269 4.457 -1.234 -0.03 0.00 0.04 0.424
H -1.851 3.195 -1.619 -0.05 0.02 -0.04 0.467
H -3.811 1.371 1.596 -0.08 0.01 -0.02 0.501
```
Forces are in eV/Å.